No. 1
Formula: C18H22N2O5
Source: the OMol25 dataset
Level of theory: ωB97M-V/def2-TZVPD

Properties
multiplicity = 1
HOMO level = -8.13 eV
calculated total energy = -1184.875079 hartree
gap between HOMO and LUMO = 8.80 eV
energy relative to the best compared isomer or geometry (same formula, charge and spin) = 0.0 kJ/mol
SMILES = Cc1[nH]c2ccc(OC(=O)N3CCOCC3)cc2c1C(=O)OC(C)C

Each line ends with the natural charge from an NBO analysis.
Geometry (Å):
C (-4.5758, -2.0857, -0.3315)  -0.650
C (-3.1070, -1.9094, -0.2198)  0.278
C (-2.3570, -0.7558, -0.0789)  -0.292
C (-0.9797, -1.1589, -0.0172)  0.026
C (0.2150, -0.4659, 0.1193)  -0.246
C (1.3954, -1.1926, 0.1406)  0.276
C (1.4011, -2.5865, 0.0259)  -0.278
C (0.2172, -3.2844, -0.1065)  -0.210
C (-0.9668, -2.5663, -0.1274)  0.092
N (-2.2700, -2.9809, -0.2475)  -0.509
H (-2.5659, -3.9389, -0.3415)  0.413
H (0.2239, -4.3604, -0.1922)  0.213
H (2.3376, -3.1167, 0.0489)  0.262
O (2.5335, -0.4069, 0.2598)  -0.510
C (3.7874, -0.8744, 0.4427)  0.903
O (4.1227, -2.0344, 0.5077)  -0.656
N (4.6604, 0.1544, 0.5820)  -0.446
C (4.3529, 1.5543, 0.3833)  -0.247
H (3.2792, 1.6886, 0.2728)  0.239
C (5.0921, 2.0538, -0.8643)  -0.078
H (4.9700, 3.1317, -0.9798)  0.197
O (6.4790, 1.8231, -0.7624)  -0.523
C (6.7599, 0.4500, -0.6013)  -0.078
H (7.8449, 0.3678, -0.5253)  0.197
C (6.0821, -0.1103, 0.6534)  -0.251
H (6.2288, -1.1877, 0.7281)  0.248
H (6.4879, 0.3836, 1.5428)  0.194
H (6.4117, -0.1098, -1.4828)  0.166
H (4.6907, 1.5432, -1.7535)  0.164
H (4.7046, 2.1114, 1.2593)  0.195
H (0.2239, 0.6076, 0.2056)  0.246
C (-2.8196, 0.6213, -0.0025)  0.791
O (-2.0982, 1.5858, 0.1201)  -0.620
O (-4.1620, 0.7129, -0.0937)  -0.527
C (-4.7309, 2.0264, -0.0297)  0.090
C (-6.0491, 1.9818, -0.7900)  -0.618
H (-6.5045, 2.9679, -0.7965)  0.215
H (-5.8819, 1.6633, -1.8157)  0.215
H (-6.7284, 1.2794, -0.3132)  0.206
C (-4.9210, 2.4383, 1.4270)  -0.630
H (-5.3611, 3.4302, 1.4774)  0.213
H (-3.9589, 2.4546, 1.9331)  0.228
H (-5.5751, 1.7312, 1.9329)  0.204
H (-4.0312, 2.7214, -0.5129)  0.201
H (-5.0705, -1.6838, 0.5506)  0.243
H (-4.8306, -3.1384, -0.4370)  0.209
H (-4.9565, -1.5361, -1.1901)  0.244



No. 2
Formula: C10H16Br2Cl3IInNO2Si
Source: the OMol25 dataset
Level of theory: ωB97M-V/def2-TZVPD

Properties
multiplicity = 1
HOMO level = -15.13 eV
total charge = +2
calculated total energy = -7901.374770 hartree
gap between HOMO and LUMO = 7.78 eV
energy relative to the best compared isomer or geometry (same formula, charge and spin) = 83.9 kJ/mol

Each line ends with the natural charge from an NBO analysis.
Geometry (Å):
In (0.7457, 0.7399, 0.2410)  1.048
C (0.4775, -0.9783, 3.2719)  -0.254
O (-0.2528, -0.4285, 2.1633)  -0.595
C (-1.2783, -1.2839, 1.6576)  -0.098
C (-0.6788, -2.2436, 0.6652)  -0.101
O (-0.1815, -1.4432, -0.4196)  -0.621
C (0.2178, -2.2412, -1.5500)  -0.266
H (-0.2084, -1.1785, 4.0943)  0.217
H (1.2016, -0.2296, 3.5828)  0.209
H (0.9974, -1.8959, 2.9922)  0.188
H (-1.9940, -0.6306, 1.1560)  0.210
H (-1.8000, -1.8070, 2.4604)  0.231
H (-1.4359, -2.9445, 0.3059)  0.223
H (0.1508, -2.8168, 1.0877)  0.205
H (-0.6550, -2.7523, -1.9586)  0.210
H (0.9643, -2.9763, -1.2482)  0.208
H (0.6341, -1.5719, -2.2969)  0.207
Br (2.5809, 0.4556, -2.3088)  0.115
C (3.6534, -1.1012, -1.8574)  -0.513
Br (3.4221, -1.6583, -0.0296)  0.107
H (4.6916, -0.8295, -1.9992)  0.262
H (3.3522, -1.9130, -2.5068)  0.248
I (-0.3177, 4.0310, 0.4449)  0.325
C (-1.5414, 2.7529, -0.6446)  0.079
C (-2.6852, 3.2745, -1.2230)  -0.258
C (-3.4911, 2.4358, -1.9738)  -0.080
C (-3.1250, 1.1063, -2.1243)  -0.222
C (-1.9740, 0.6629, -1.5147)  0.052
N (-1.1802, 1.4658, -0.7740)  -0.654
H (-2.9326, 4.3172, -1.0889)  0.266
H (-4.3903, 2.8191, -2.4375)  0.260
H (-3.7220, 0.4195, -2.7064)  0.258
H (-1.6575, -0.3631, -1.5992)  0.228
Cl (4.1460, 0.6308, 2.4900)  -0.261
Si (2.8783, 2.0263, 1.8570)  1.104
Cl (1.7753, 2.8638, 3.2971)  -0.272
Cl (3.6129, 3.2855, 0.4946)  -0.266



No. 3
Formula: C6H19BNO2Sn
Source: the OMol25 dataset
Level of theory: ωB97M-V/def2-TZVPD

Properties
multiplicity = 1
HOMO level = -12.90 eV
total charge = +1
calculated total energy = -683.921342 hartree
gap between HOMO and LUMO = 6.46 eV

Each line ends with the natural charge from an NBO analysis.
Geometry (Å):
Sn (-0.5257, -2.0374, -2.7783)  1.560
B (1.1716, 0.7724, -3.4005)  -0.700
H (1.3758, 1.6496, -4.0905)  0.078
H (1.4619, 1.0678, -2.3424)  -0.028
H (0.0417, 0.4928, -3.4626)  -0.079
H (1.6905, -0.1927, -3.7453)  -0.034
C (-2.7671, 1.0227, -1.9667)  -0.254
O (-2.0674, 0.0156, -1.3025)  -0.581
C (-1.6345, 0.3240, -0.0007)  -0.091
C (-1.0531, -0.9192, 0.6211)  -0.264
N (0.2500, -1.2343, 0.0091)  -0.654
C (1.2955, -0.2277, 0.3167)  -0.268
C (1.3664, 0.1721, 1.7760)  -0.071
O (1.3059, -0.8786, 2.6426)  -0.555
C (1.5137, -0.6858, 4.0189)  -0.265
H (-2.1537, 1.8761, -2.2641)  0.203
H (-3.5191, 1.4190, -1.2767)  0.188
H (-3.2816, 0.5987, -2.8276)  0.197
H (-2.5355, 0.5795, 0.5671)  0.198
H (-0.9741, 1.1843, 0.1238)  0.202
H (-1.6680, -1.7935, 0.3862)  0.198
H (-1.0770, -0.9226, 1.7119)  0.238
H (0.4969, -2.0946, 0.4899)  0.392
H (1.2483, 0.6294, -0.3517)  0.251
H (2.2481, -0.7218, 0.1113)  0.216
H (0.4944, 0.8244, 1.9385)  0.146
H (2.2252, 0.8515, 1.8174)  0.199
H (1.4978, -1.5783, 4.6388)  0.217
H (1.0176, 0.1882, 4.4472)  0.183
H (2.5554, -0.3816, 4.1930)  0.176



No. 4
Formula: C6H10O
Source: the OMol25 dataset
Level of theory: ωB97M-V/def2-TZVPD

Properties
multiplicity = 1
HOMO level = -9.61 eV
calculated total energy = -309.711434 hartree
gap between HOMO and LUMO = 9.93 eV
energy relative to the best compared isomer or geometry (same formula, charge and spin) = 343.8 kJ/mol

Each line ends with the natural charge from an NBO analysis.
Geometry (Å):
O (1.8824, -0.7915, 1.0802)  -0.694
C (1.3211, -0.6068, -0.1691)  0.000
C (-0.0912, -1.2465, -0.4886)  -0.391
C (-1.2720, -0.6548, 0.2862)  -0.409
C (-1.5101, 0.7994, -0.1365)  -0.426
C (-0.1542, 1.4992, -0.1799)  -0.264
C (1.0035, 0.8428, -0.1835)  0.035
H (2.3596, 0.3673, 1.2000)  0.390
H (1.9826, -0.9227, -1.0054)  0.170
H (0.0264, -2.3063, -0.2828)  0.225
H (-0.2630, -1.1227, -1.5740)  0.204
H (-1.0277, -0.7008, 1.3538)  0.217
H (-2.1750, -1.2608, 0.1293)  0.216
H (-2.0211, 0.8525, -1.1082)  0.214
H (-2.1664, 1.3224, 0.5809)  0.225
H (-0.1060, 2.5804, -0.1089)  0.229
H (2.2111, 1.3490, 0.6064)  0.057